(1)
43
Properties=species:S:1:pos:R:3 method="wB97M-V/def2-TZVPD" orbital_gap_ev="6.44 / 6.44" total_charge=+1 spin_multiplicity=5 s2=6.070 e_homo_ev="-9.683 / -9.777" total_energy_ev=-48228.440
Cr 0.0804 -0.0187 -0.1760
N -1.0878 -2.1244 0.1839
C -0.6081 -2.1832 1.8102
C -0.6696 -1.1090 2.4630
N 0.4653 0.0708 2.0718
C 1.5293 -0.3605 2.4408
C 2.4639 -1.1423 1.5697
N 1.8090 -0.4180 -0.3028
H -2.0141 -2.1261 0.4678
H -0.7829 -3.1246 -0.1703
H 0.0672 -3.2336 2.0145
H -1.5448 -2.9685 2.4650
H -0.8755 -0.9240 3.3300
H -1.8122 -0.1743 2.1994
H 0.1339 0.9930 1.8956
H 1.7563 -0.5002 3.4845
H 1.6281 0.9864 2.4438
H 1.8914 -1.8651 1.5228
H 3.5397 -0.9271 1.3496
H 2.1867 -1.2070 -0.6772
H 2.7327 0.4817 -0.2093
C -1.2191 -0.6724 -2.9301
N -0.0920 0.2530 -2.1460
C 0.8266 0.1166 -3.0243
C -0.5534 1.9044 -2.8228
C -1.2416 2.2172 -1.5294
C -2.6010 3.1406 -1.9368
C -3.4093 3.7951 -1.1859
C -3.5435 3.1385 0.2962
C -2.0146 2.2199 0.7779
C -1.2809 1.6419 -0.0435
H -1.4080 -1.0479 -3.8324
H -1.9250 0.0800 -2.2321
H -0.8081 -1.7411 -2.3605
H 1.1896 0.1505 -3.9608
H 1.2552 -1.1444 -3.2648
H 1.9814 0.9801 -2.8874
H -1.3097 1.3888 -3.8119
H 0.3725 2.3194 -3.0782
H -2.7490 3.7506 -2.8176
H -4.0970 4.7104 -1.0185
H -3.9925 3.1556 1.4719
H -2.2252 1.7616 1.7682

***

(2)
48
Properties=species:S:1:pos:R:3 method="wB97M-V/def2-TZVPD" orbital_gap_ev=7.34 total_charge=+1 e_above_lowest_ev=1.127 e_homo_ev=-9.984 total_energy_ev=-77309.265
Sr 0.8787 -0.8583 -1.0222
C 0.4603 1.5009 2.2711
C -0.8866 0.8734 2.6061
S -1.5981 -0.1176 1.2396
C -1.7214 -1.7911 1.9605
C -0.4192 -2.5155 2.2612
S 0.4846 -2.9974 0.7551
C 2.1966 -3.0907 1.3843
C 3.2579 -2.9117 0.3055
S 3.5291 -1.2434 -0.3869
C 4.1097 -0.2076 0.9986
C 3.1468 0.9115 1.3803
S 1.6928 0.1739 2.1830
H 0.7485 2.2026 3.0538
H 0.4234 2.0113 1.3108
H -1.6079 1.6559 2.8317
H -0.8074 0.2172 3.4743
H -2.3160 -2.3469 1.2339
H -2.3035 -1.7107 2.8784
H -0.6435 -3.4266 2.8162
H 0.2474 -1.8997 2.8604
H 2.3243 -4.0763 1.8328
H 2.3028 -2.3447 2.1681
H 3.0250 -3.5133 -0.5770
H 4.2170 -3.2561 0.6908
H 5.0505 0.2252 0.6645
H 4.3116 -0.8655 1.8448
H 2.8221 1.4776 0.5049
H 3.6368 1.5841 2.0831
F 1.6614 -1.4770 -4.2097
C 1.3772 -0.2380 -3.5649
F 2.6704 0.2693 -3.2141
H 1.0543 0.4237 -4.3832
C -3.2964 3.0321 -0.4402
N -2.9137 2.1997 -1.5522
C -3.9036 1.6068 -2.4486
C -3.0515 0.7390 -3.3911
N -1.6944 1.1442 -3.0334
C -1.6635 1.8850 -1.9111
S -0.2423 2.3288 -1.1277
H -4.0038 2.5010 0.2002
H -3.7612 3.9562 -0.7895
H -2.4015 3.2802 0.1243
H -4.4472 2.3875 -2.9847
H -4.6234 1.0198 -1.8763
H -3.2568 0.9442 -4.4396
H -3.2001 -0.3275 -3.2112
H -0.8662 0.6645 -3.3548

***

(3)
50
Properties=species:S:1:pos:R:3 method="wB97M-V/def2-TZVPD" orbital_gap_ev=9.36 smiles="O=S1(=O)OC[C@H](CCCI)O1.O=S1(=O)CCCC1.O=S1(=O)CCCC1" e_homo_ev=-8.936 total_energy_ev=-70871.398
O -1.3229 -2.0910 3.5897
S -1.2580 -0.6910 3.5525
O -0.3838 -0.0934 4.4689
O -2.7528 -0.1390 3.5889
C -3.1703 0.2689 2.2908
C -2.0359 0.0642 1.2841
C -2.1500 -1.1804 0.4239
C -0.8663 -1.5137 -0.3270
C -0.9148 -2.9410 -0.8358
I -0.8247 -4.4058 0.7441
O -0.8795 -0.0723 2.1439
H -3.3538 1.3417 2.3314
H -4.1281 -0.1578 2.0222
H -1.8725 0.9670 0.7078
H -2.4398 -1.9847 1.0986
H -2.9538 -1.0715 -0.3018
H 0.0303 -1.3159 0.2484
H -0.8390 -0.8872 -1.2238
H -0.0816 -3.1647 -1.4795
H -1.8561 -3.0859 -1.3463
C -0.2452 -0.6687 -6.3495
C 0.1921 -2.1294 -6.5231
C -0.0028 -2.8301 -5.1721
S -1.3382 -1.9581 -4.3458
O -0.8093 -1.3155 -3.1634
O -2.5001 -2.8051 -4.2729
C -1.5799 -0.7186 -5.6118
H -0.3383 -0.1571 -7.3058
H 0.4920 -0.1309 -5.7496
H -0.4316 -2.6088 -7.2799
H 1.2257 -2.2043 -6.8565
H -0.2827 -3.8741 -5.2861
H 0.8834 -2.7509 -4.5452
H -1.8570 0.2254 -5.1484
H -2.3811 -1.0666 -6.2631
C 2.9412 2.0248 4.7194
C 3.6939 3.3194 5.0560
C 3.7371 4.1695 3.7795
S 2.2814 3.7136 2.8272
O 2.7114 3.0799 1.6055
O 1.3524 4.8161 2.8127
C 1.6961 2.4544 3.9522
H 2.6810 1.4622 5.6141
H 3.5654 1.3874 4.0894
H 3.1576 3.8586 5.8394
H 4.6982 3.1186 5.4267
H 3.6995 5.2346 3.9928
H 4.6129 3.9442 3.1742
H 1.2344 1.6472 3.3898
H 0.9638 2.9161 4.6134

***

(4)
51
Properties=species:S:1:pos:R:3 method="wB97M-V/def2-TZVPD" orbital_gap_ev=6.96 total_charge=+2 e_homo_ev=-14.365 total_energy_ev=-64131.529
Ta 2.3390 0.9608 -0.4830
O 2.2164 0.8320 1.7540
C 1.7051 2.0210 2.4395
C 2.3956 3.2203 1.8458
N 2.1701 3.2787 0.3745
C 3.2827 4.0289 -0.2476
C 4.4701 3.0879 -0.3259
O 5.6070 3.3604 -0.1771
O 4.0320 1.8139 -0.6010
C 0.8322 3.8217 0.0494
C -0.0797 2.7364 -0.5005
O -1.1668 2.9230 -0.9348
O 0.4928 1.5047 -0.4492
H 2.9997 0.4733 2.1978
H 1.8887 1.9087 3.5049
H 0.6318 2.0184 2.2583
H 3.4691 3.1452 2.0317
H 2.0472 4.1437 2.3146
H 3.5418 4.9314 0.3047
H 3.0139 4.3086 -1.2686
H 0.8956 4.6125 -0.6970
H 0.3510 4.2602 0.9246
N -2.2066 -1.3951 -1.9746
C -3.2706 -2.3680 -1.4877
C -3.9614 -1.8242 -0.2451
C -3.0419 -1.7092 0.9702
N -2.1438 -0.5548 0.7685
C -2.2500 -2.9980 1.1869
C -1.5987 -3.6198 -0.0492
N -0.4149 -2.8450 -0.5022
C -2.5934 -3.7063 -1.2103
H -2.4861 -0.4247 -1.8467
H -1.9962 -1.5539 -2.9588
H -1.3366 -1.5892 -1.4010
H -3.9944 -2.4612 -2.2960
H -4.7807 -2.5092 -0.0179
H -4.4300 -0.8587 -0.4592
H -3.6760 -1.5661 1.8504
H -1.5550 -0.4375 1.5865
H -2.7039 0.2920 0.7143
H -2.9402 -3.7432 1.5903
H -1.4980 -2.8465 1.9678
H -1.3036 -4.6372 0.2189
H 0.1515 -3.4344 -1.1072
H 0.1792 -2.6083 0.2845
H -3.3744 -4.4284 -0.9670
H -2.0993 -4.0848 -2.1097
S 3.7884 -2.6695 -2.5188
C 3.1200 -1.4483 -1.7458
S 2.2556 -0.0917 -2.5744
S 3.0255 -1.2706 0.0182

***

(5)
46
Properties=species:S:1:pos:R:3 method="wB97M-V/def2-TZVPD" orbital_gap_ev=9.36 smiles="CCO[Si](CCCNC(=O)/C=C/C(=O)O)(OCC)OCC" e_above_lowest_ev=0.000 e_homo_ev=-9.651 total_energy_ev=-35542.832
O -3.3034 -1.3307 1.0383
O 1.7114 -1.5265 4.1500
O -3.2921 -2.3291 3.0559
O 1.1609 1.1357 -2.5116
O 0.1157 -0.6698 -0.6664
O -0.1448 2.0190 -0.3279
C -2.6639 -1.7057 2.0129
C 1.0595 -1.4732 3.1122
C -1.2128 -1.5528 2.0541
C -0.4187 -1.6035 3.1402
N 1.6087 -1.2650 1.8739
C -0.0265 3.1713 -3.0154
C -1.4058 -2.0695 -1.9649
C -2.3870 1.4372 0.4626
C 0.1563 1.6880 -3.2919
C 0.0026 -1.5636 -1.7587
C -0.9658 1.8456 0.8056
C 2.9521 -0.8249 1.6939
C 3.2406 -0.2405 0.2831
C 2.5359 1.0685 0.0151
Si 0.8878 0.8218 -0.8862
H -4.2441 -2.3983 2.8377
H -0.7738 -1.4221 1.0850
H -0.8646 -1.6959 4.1203
H 1.0539 -1.2275 1.0169
H -0.2050 3.3836 -1.9523
H -0.8303 3.6316 -3.6088
H 0.8936 3.7082 -3.2646
H -1.5508 -2.6304 -2.8884
H -2.0516 -1.1996 -1.9109
H -1.7277 -2.7148 -1.1298
H -2.8989 2.2513 -0.0155
H -2.9015 1.0994 1.3689
H -2.3658 0.6222 -0.2913
H 0.4137 1.4996 -4.3480
H -0.7655 1.1145 -3.1206
H 0.6737 -2.3965 -1.6151
H 0.3828 -1.0347 -2.6403
H -0.9643 2.8030 1.3767
H -0.4659 1.0816 1.4243
H 3.2231 -0.0988 2.4728
H 3.5972 -1.6653 1.8904
H 4.3174 -0.1245 0.1234
H 2.9362 -0.9757 -0.4857
H 2.3506 1.6384 0.9026
H 3.1567 1.7184 -0.6223

***

(6)
47
Properties=species:S:1:pos:R:3 method="wB97M-V/def2-TZVPD" orbital_gap_ev=4.76 total_charge=+1 e_above_lowest_ev=4.461 e_homo_ev=-8.840 total_energy_ev=-29521.812
Rb 4.2684 -0.4454 -16.7220
Rb -1.0578 -2.3220 -11.6923
O 3.3948 -6.4700 -13.9079
C 3.2500 -5.2756 -14.3667
O 3.1590 -5.1436 -15.5772
O 3.2008 -4.2598 -13.5982
H 3.4603 -6.7332 -14.8287
C 0.3869 -12.6042 -15.8043
C 1.3444 -13.6911 -16.2717
O 2.4477 -13.8142 -15.7781
C 0.7994 -14.7359 -17.1957
H 0.9241 -11.8885 -15.1819
H -0.4262 -13.1486 -15.3241
H 0.0568 -12.0776 -16.6997
H 0.2446 -15.4527 -16.5903
H 1.5288 -15.2647 -17.8092
H 0.1874 -14.2921 -17.9809
C 6.9729 -4.5887 -22.9872
C 6.2115 -4.4774 -21.7247
O 6.2272 -3.4178 -21.0570
C 5.4987 -5.7524 -21.2728
H 7.2053 -5.6244 -23.2348
H 7.9053 -4.0284 -22.9179
H 6.4457 -4.2384 -23.8746
H 6.0839 -6.3542 -20.5775
H 5.1706 -6.3781 -22.1028
H 4.5752 -5.5789 -20.7204
C 5.4415 -2.5376 -7.8353
C 5.8265 -3.9558 -7.7601
O 6.0739 -4.4839 -6.6617
C 6.1566 -4.7265 -8.9784
H 5.9178 -1.7546 -7.2453
H 4.3809 -2.4732 -7.5920
H 5.4637 -2.2035 -8.8725
H 5.3303 -5.3645 -9.2919
H 7.0036 -5.3938 -8.8191
H 6.3555 -4.0933 -9.8430
C 9.8094 -5.3518 -17.2001
C 9.9394 -6.5061 -16.2387
O 10.6371 -7.4441 -16.5449
C 9.1563 -6.4146 -14.9140
H 8.9091 -4.7851 -16.9629
H 9.7175 -5.8054 -18.1869
H 10.7264 -4.7696 -17.1094
H 9.1521 -7.4127 -14.4760
H 8.1200 -6.1222 -15.0832
H 9.5580 -5.6855 -14.2103

***

(7)
44
Properties=species:S:1:pos:R:3 method="wB97M-V/def2-TZVPD" orbital_gap_ev=8.42 smiles=CCCOC[C@@H]1CO[C@@H]([C@@H](I)CC)[C@@]1(S)P(C)C e_homo_ev=-7.909 total_energy_ev=-46219.845
C 0.0062 3.1240 2.8411
C -1.5139 2.9074 3.1519
C -1.9187 1.3784 3.0956
O -1.0176 0.6385 2.2869
C -1.5737 0.3342 1.0172
C -0.6849 -0.6787 0.2071
C 0.4479 -1.4203 1.0367
O 1.7093 -1.3199 0.3754
C 1.4533 -1.0434 -1.0284
C 1.2899 -2.4786 -1.6017
I 0.2458 -2.5698 -3.5192
C 2.6928 -3.1591 -1.8490
C 3.3568 -3.6835 -0.5408
C 0.2286 -0.0755 -0.9085
S 0.9999 1.3812 0.0136
P -0.4861 0.7792 -2.4294
C -2.1580 -0.0598 -2.7597
C -0.9571 2.5602 -2.0849
H 0.3967 4.0411 3.3321
H 0.6406 2.2866 3.1766
H 0.0894 3.3021 1.7525
H -2.1066 3.4140 2.3654
H -1.7881 3.3487 4.1272
H -1.7734 1.0028 4.1322
H -2.9801 1.2561 2.8102
H -2.5758 -0.1213 1.1771
H -1.7410 1.2780 0.4467
H -1.4665 -1.3372 -0.2220
H 0.1158 -2.4871 0.9438
H 0.4463 -1.2881 2.1289
H 2.3496 -0.4970 -1.3664
H 0.7449 -3.1675 -0.9343
H 2.4645 -4.0526 -2.4699
H 3.3347 -2.4989 -2.4579
H 3.7284 -2.7972 0.0163
H 4.2451 -4.2839 -0.8245
H 2.6762 -4.2408 0.1219
H 1.7539 2.0575 -0.9151
H -2.3588 -0.0978 -3.8455
H -2.9231 0.5478 -2.2291
H -2.1125 -1.0873 -2.3614
H -0.1558 3.2572 -2.3906
H -1.8165 2.7836 -2.7612
H -1.3085 2.7668 -1.0567

***

(8)
49
Properties=species:S:1:pos:R:3 method="wB97M-V/def2-TZVPD" orbital_gap_ev=6.49 total_charge=-1 e_above_lowest_ev=3.782 e_homo_ev=-4.053 total_energy_ev=-40501.265
C 0.7070 -0.4711 0.8123
C 0.3557 -2.0569 0.4140
C 0.8486 -2.5451 -1.0706
N -0.2704 -2.8185 1.3678
C -1.5927 -3.3759 0.8950
N -2.4327 -3.6011 2.1697
C -1.5122 -4.8341 0.1506
O -0.4349 -5.6131 0.0280
O -2.7849 -5.3722 -0.4039
P -2.6227 -2.2142 -0.2151
O -2.5409 -0.6782 0.1589
O -2.3439 -2.5301 -1.9395
O -4.3191 -2.6740 0.0455
H 1.3644 -0.5411 1.8012
H -0.2448 0.1566 1.0753
H 1.3556 0.0026 -0.0706
H 0.5585 -1.7462 -1.9086
H 2.0418 -2.5262 -1.0467
H 0.5418 -3.6347 -1.3670
H -3.2365 -4.2359 1.9690
H -1.7478 -4.0347 2.8387
H -1.5950 -1.9594 -2.2816
H -4.8480 -1.8754 0.3517
C 1.2137 2.5198 -3.2237
C 2.3713 1.9848 -4.0264
C 2.4152 0.5360 -3.5923
O 1.0700 0.1572 -3.2697
C 0.2637 1.3422 -3.2144
H 0.7674 3.4242 -3.6449
H 1.5424 2.7429 -2.2017
H 2.1408 2.0474 -5.0965
H 3.3116 2.5125 -3.8478
H 3.0234 0.4096 -2.6903
H 2.8065 -0.1237 -4.3722
H -0.3830 1.3475 -4.0986
H -0.3665 1.3181 -2.3212
C 0.8754 3.3050 4.0872
C -0.4293 3.6808 3.4335
C -0.2448 3.1487 2.0291
O 0.6128 2.0033 2.1274
C 1.1778 1.9687 3.4453
H 0.8214 3.2517 5.1775
H 1.6493 4.0333 3.8169
H -1.2558 3.1556 3.9264
H -0.6415 4.7526 3.4592
H 0.2521 3.8840 1.3874
H -1.1912 2.8610 1.5621
H 0.6997 1.1488 3.9922
H 2.2506 1.7668 3.3814

***

(9)
64
Properties=species:S:1:pos:R:3 method="wB97M-V/def2-TZVPD" orbital_gap_ev=6.11 e_above_lowest_ev=31.826 e_homo_ev=-7.071 total_energy_ev=-89179.872
C 1.4286 -1.0210 0.0487
N 0.3689 0.0037 -0.3439
O -0.3083 0.4932 0.5553
O 0.4101 0.3848 -1.5175
H 1.5049 -1.2088 1.1197
H 2.3625 -0.6027 -0.3267
H 1.1634 -1.9416 -0.4711
C 2.1092 2.2561 -1.9765
N 1.9539 2.8873 -0.6563
O 1.8259 4.1194 -0.6097
O 2.0679 2.1833 0.3750
H 3.1736 2.3384 -2.1967
H 1.3906 2.6510 -2.6946
H 1.6653 1.2661 -1.8720
C 1.3176 0.9953 2.3440
N 0.9398 1.5462 3.7002
O 1.5908 2.4339 4.1521
O 0.0949 0.9097 4.2855
H 2.2320 0.4030 2.3776
H 1.5105 1.9238 1.8066
H 0.4440 0.4075 2.0621
C -1.5447 -0.5470 1.9644
C -1.3321 -1.6964 2.9421
O -2.5259 -2.4300 3.0189
S -3.8000 -1.4276 2.8887
O -3.8784 -0.5972 4.0992
O -5.0238 -2.1249 2.3663
O -2.9024 -0.6615 1.6516
H -0.9819 -0.5709 1.0312
H -1.3717 0.4559 2.3546
H -0.9379 -1.4036 3.9152
H -0.5243 -2.3589 2.6313
C 0.0037 1.8604 -4.0591
C 0.7541 0.6129 -3.7196
O 2.0892 1.0047 -3.7095
S 2.3733 2.1717 -4.8136
O 2.4855 1.5446 -6.1530
O 3.4261 3.0220 -4.3235
O 0.8329 2.8813 -4.5345
H -0.6059 2.2026 -3.2228
H -0.6615 1.7331 -4.9131
H 0.5422 -0.1451 -4.4737
H 0.7040 0.1571 -2.7308
C -3.2456 2.2864 -0.2003
C -2.6640 1.2918 0.8057
O -1.2683 1.4160 0.6344
S -0.7878 2.3147 -0.6681
O -0.8690 1.6576 -1.9630
O 0.3905 3.0769 -0.3074
O -2.1673 3.1966 -0.4672
H -4.0413 2.8546 0.2817
H -3.7006 1.8186 -1.0733
H -2.8285 0.2268 0.6422
H -2.8529 1.6558 1.8156
N 0.8637 -5.9176 1.2279
C 0.9564 -5.4910 -0.1466
C 0.7652 -4.1023 -0.1772
C 0.4880 -3.6909 1.1075
C 0.7324 -4.7418 1.9761
H 1.0105 -6.8089 1.6797
H 1.2689 -6.1736 -0.9230
H 0.7572 -3.4287 -1.0213
H 0.1776 -2.6875 1.3590
H 0.6481 -4.8649 3.0458

***

(10)
53
Properties=species:S:1:pos:R:3 method="wB97M-V/def2-TZVPD" orbital_gap_ev="5.41 / 6.57" total_charge=+1 spin_multiplicity=5 s2=6.124 e_above_lowest_ev=3.862 e_homo_ev="-9.386 / -11.456" total_energy_ev=-48954.563
O -0.4828 3.1658 -2.3534
H 0.1768 3.7466 -2.7623
Rh -0.1728 0.7218 -0.5552
N 0.1037 -1.1935 -1.0950
N -1.7637 0.4328 -1.7487
N 1.1472 0.5786 0.9702
N -0.3976 2.5018 0.4129
O 0.9971 -1.9905 -0.6182
O 1.8863 -0.5077 1.2745
O -1.0330 3.5250 -0.0444
O -2.7418 1.2063 -1.7997
C -1.7408 -0.7508 -2.4579
C -0.7335 -1.6590 -2.0617
C 1.2201 1.6042 1.8291
C 0.3130 2.6591 1.5564
C -0.5692 -3.0559 -2.5304
H -0.7742 -3.7788 -1.7321
H 0.4526 -3.2369 -2.8810
H -1.2502 -3.2658 -3.3581
C -2.8228 -1.0275 -3.4394
H -3.1383 -0.0989 -3.9342
H -3.7028 -1.4753 -2.9481
H -2.4679 -1.7329 -4.1991
C 2.1136 1.5275 3.0118
C 0.1265 3.8552 2.4263
H 3.0957 1.1185 2.7470
H 1.6920 0.9018 3.8100
H 2.2716 2.5273 3.4316
H -0.6451 4.5200 2.0139
H 1.0717 4.4168 2.5102
H -0.1658 3.5452 3.4432
H 1.6307 -1.1791 0.5238
H -0.7102 3.4241 -1.3886
C 0.7873 1.4435 -2.0173
H 0.3948 0.7350 -2.8048
H 1.3003 1.6024 -0.9059
H 1.6527 2.0067 -2.4755
O 3.9863 1.5466 -3.2051
H 4.6313 1.5601 -2.4718
H 4.0874 0.6640 -3.5952
C 0.0007 -1.4346 3.7010
N -0.5582 -2.1730 2.5793
C -0.3797 -3.5233 2.3412
C -1.1019 -3.8441 1.2431
N -1.7088 -2.6836 0.8139
C -1.3894 -1.6466 1.6378
S -1.7591 -0.0078 1.4197
H 1.0271 -1.1235 3.4738
H -0.6217 -0.5543 3.8874
H 0.0123 -2.0928 4.5766
H 0.2570 -4.1156 2.9824
H -1.2246 -4.7829 0.7182
H -2.3799 -2.6019 0.0480